C31H42N5O4Pd | ωB97M-V/def2-TZVPD

Geometry as XYZ:
```
83
Properties=species:S:1:pos:R:3:mulliken_charge:R:1
Pd 1.32 0.66 -0.82 0.72
C 0.32 -2.69 3.25 -1.34
C 1.06 -3.04 1.96 3.29
C 2.25 -3.96 2.25 -1.84
C 0.10 -3.60 0.93 0.20
C -0.13 -4.96 0.81 -0.47
C -1.04 -5.45 -0.12 -1.65
C -1.70 -4.58 -0.97 -0.34
C -1.50 -3.20 -0.89 0.18
C -2.18 -2.28 -1.88 1.81
C -1.92 -2.72 -3.33 -1.71
C -3.68 -2.17 -1.60 -1.45
C -0.61 -2.74 0.09 0.03
N -0.39 -1.33 0.19 0.78
C -1.29 -0.62 0.71 -0.88
C -1.27 0.85 0.60 -1.00
N -0.38 1.51 -0.04 1.85
C -0.68 2.89 -0.34 -0.07
C 0.08 3.91 0.26 0.26
C -0.23 5.22 -0.06 -0.55
C -1.26 5.51 -0.95 -1.64
C -1.98 4.49 -1.54 -0.68
C -1.71 3.16 -1.26 0.24
C -2.53 2.08 -1.95 2.14
C -3.95 2.00 -1.36 -1.56
C -2.62 2.30 -3.47 -1.66
C 1.15 3.58 1.28 2.13
C 2.24 4.65 1.39 -1.97
C 0.52 3.33 2.65 -1.50
H 1.01 -2.27 3.99 0.37
H -0.12 -3.59 3.69 0.36
H -0.49 -1.98 3.09 0.25
H 1.46 -2.11 1.54 -1.79
H 1.93 -4.87 2.76 0.48
H 2.96 -3.46 2.91 0.40
H 2.77 -4.24 1.34 0.41
H 0.39 -5.65 1.45 0.35
H -1.21 -6.51 -0.20 0.37
H -2.38 -4.97 -1.71 0.41
H -1.75 -1.28 -1.77 -1.14
H -2.38 -3.68 -3.54 0.39
H -0.86 -2.81 -3.53 0.40
H -2.35 -2.00 -4.02 0.42
H -4.16 -3.15 -1.69 0.37
H -4.16 -1.50 -2.32 0.40
H -3.88 -1.80 -0.60 0.29
H -2.19 -1.05 1.18 0.56
H -2.13 1.39 0.99 0.67
H 0.33 6.03 0.39 0.34
H -1.49 6.54 -1.19 0.40
H -2.77 4.74 -2.24 0.40
H -2.06 1.11 -1.79 -0.95
H -4.47 2.95 -1.52 0.42
H -3.94 1.81 -0.29 0.29
H -4.52 1.21 -1.84 0.40
H -3.19 3.19 -3.71 0.41
H -3.13 1.45 -3.93 0.41
H -1.64 2.40 -3.93 0.35
H 1.65 2.66 0.94 -0.59
H 1.86 5.57 1.84 0.42
H 2.66 4.90 0.41 0.42
H 3.05 4.29 2.03 0.47
H 0.02 4.23 3.01 0.38
H 1.28 3.06 3.39 0.40
H -0.23 2.53 2.62 0.33
O 5.97 -2.08 1.20 -0.54
C 5.23 -1.65 2.20 0.41
O 5.48 -1.88 3.36 -0.58
C 4.02 -0.83 1.87 0.56
C 3.18 -0.31 2.83 -0.56
N 2.18 0.33 2.20 0.13
N 2.33 0.25 0.88 -0.12
C 3.43 -0.45 0.65 -0.91
C 3.79 -0.67 -0.79 1.17
O 4.80 -1.28 -1.09 -0.77
O 2.94 -0.16 -1.62 -0.59
H 5.62 -1.81 0.32 0.44
H 3.26 -0.35 3.91 0.61
H 1.42 0.85 2.61 -0.07
N 0.69 0.99 -2.75 -0.56
H -0.03 0.33 -3.04 0.20
H 1.50 0.84 -3.34 0.45
H 0.33 1.93 -2.91 0.18
```

Computed properties:
LUMO   -4.31 eV
Calculated total energy   -1908.96595 Ha
Total charge   +1
Molecular weight   655.13 g mol⁻¹